[1]
21
Properties=species:S:1:pos:R:3:mulliken_charge:R:1 method="wB97M-V/def2-TZVPD" homo_lumo_gap_ev=8.185 energy_ha=-534.71123 homo_energy_ev=-8.515 molar_mass_g_mol=126.10
H 1.07538 11.18805 -7.33211 0.2108
H -3.22416 11.55981 -6.00278 0.2452
H 0.62928 10.34438 -6.15690 0.4972
H -0.54849 9.19860 -6.65170 0.2970
O -2.43013 11.71366 -6.51473 -0.6774
O 1.39658 10.78001 -6.52801 -0.8774
H -1.78755 12.01989 -5.87477 0.3939
O -1.70232 10.90261 -3.49971 -0.8096
H -2.55109 10.63018 -3.84844 0.3399
O -2.55805 13.09438 -3.16446 -0.6863
H -2.16927 12.25367 -3.40593 0.4872
O -0.72712 11.56404 -5.30701 -0.9314
H -1.23881 10.08277 -3.32868 0.4148
H -0.65863 10.50550 -5.89556 0.4763
H -1.26901 11.31362 -4.55876 0.3501
H 0.13739 11.73161 -4.93186 0.5220
H 1.31049 10.98776 -3.53578 0.2666
O 0.98693 11.67124 -4.12263 -0.4501
O -0.09937 9.73558 -5.99890 -0.6349
H -1.85555 13.73075 -3.29766 0.3036
H 1.76091 12.19416 -4.33178 0.2623



[2]
22
Properties=species:S:1:pos:R:3:mulliken_charge:R:1 method="wB97M-V/def2-TZVPD" homo_lumo_gap_ev="12.305 / 9.480" energy_ha=-662.32983 multiplicity=3 total_charge=+2 homo_energy_ev="-19.067 / -18.710" molar_mass_g_mol=232.53
O -0.51481 -0.44367 -2.11756 -0.4091
H 2.97206 -0.48973 -0.72439 0.2830
H 2.14265 0.34927 -1.71979 0.3665
H -2.39069 0.31332 1.74120 0.2720
Pd 0.04208 0.09522 0.01106 0.7344
H -0.70412 -2.91593 0.19183 0.2847
H 0.60215 -2.78857 -0.60549 0.2926
H 0.13192 2.69059 0.99617 0.3453
O 1.09724 -0.55971 1.93761 -0.3809
O -0.00120 -2.28822 -0.03489 -0.3735
O -1.57127 1.82618 -0.74663 -0.4110
O -1.72031 -0.25913 1.33443 -0.3995
H 1.99654 -0.91595 1.98327 0.2943
O 2.05995 -0.29779 -0.99801 -0.4563
H -2.00614 -1.16382 1.52928 0.2944
O 0.79899 2.10295 0.60590 -0.4908
H -1.10251 0.03248 -2.72608 0.2926
H -1.41750 2.65412 -1.23065 0.2895
H 1.62742 2.30099 1.07308 0.2992
H -0.18640 -1.20541 -2.61774 0.2806
H -2.53556 1.76725 -0.65959 0.2912
H 0.67952 -0.80444 2.77699 0.3008



[3]
24
Properties=species:S:1:pos:R:3:mulliken_charge:R:1 method="wB97M-V/def2-TZVPD" homo_lumo_gap_ev=8.161 energy_ha=-618.39337 homo_energy_ev=-9.762 molar_mass_g_mol=150.05
H 10.51200 15.73400 33.39800 0.3604
H 12.53300 15.13500 30.37100 0.3011
H 9.56700 14.11700 34.46600 0.3341
H 9.38900 13.19300 28.23800 0.4539
H 9.13900 15.80400 29.00300 0.3196
H 9.70200 13.26100 29.52000 0.0639
H 8.68100 14.76900 29.80400 0.3862
H 13.21600 13.80800 30.76400 0.2772
O 7.87200 11.68000 30.40800 -0.6085
H 8.34100 12.64900 30.53100 0.5039
H 9.95200 12.16200 31.75100 0.4207
H 9.89300 10.74700 32.29200 0.3161
O 11.00100 16.43500 32.97500 -0.6277
O 8.30900 15.29500 29.00800 -0.6452
O 10.28300 13.15400 28.63500 -0.6063
H 9.87500 14.43600 31.39300 0.0509
Li 7.95700 14.22700 32.49200 0.8499
O 13.28600 14.58100 30.37900 -0.5720
O 10.33400 11.59000 32.48700 -0.6957
O 9.25300 13.86100 31.03800 -1.1382
H 7.24500 11.66600 31.03600 0.2615
H 8.62700 15.16900 34.69500 0.2635
H 10.41500 16.76600 32.25900 0.3003
O 9.09900 14.77500 34.06600 -0.5694



[4]
24
Properties=species:S:1:pos:R:3:mulliken_charge:R:1 method="wB97M-V/def2-TZVPD" homo_lumo_gap_ev=7.332 energy_ha=-618.37051 homo_energy_ev=-8.069 molar_mass_g_mol=150.05
H 51.19900 10.59400 34.52300 0.3277
H 52.56600 8.42500 33.14700 0.1200
O 53.27900 7.92200 33.80700 -0.5921
O 51.27800 6.37500 33.09700 -0.4639
O 50.98400 10.61400 33.60100 -0.7203
H 50.65600 5.90800 33.57500 0.2247
H 52.02100 10.29700 29.76400 0.2624
O 49.99700 8.48400 31.08700 -0.5268
H 49.92100 8.91800 30.31400 0.2328
H 51.67400 10.14200 33.07700 0.6299
H 53.21900 6.17600 30.07200 0.2154
H 51.85400 5.67500 32.96200 0.2524
H 51.51600 10.94500 28.44300 0.2966
H 53.71500 9.43900 31.34000 0.4362
Li 51.79700 7.99600 31.56600 1.0732
H 54.86100 10.31700 31.13800 0.2618
O 52.73200 9.59700 31.93300 -1.0793
H 52.52100 10.42400 31.59400 0.1114
H 52.37200 7.16400 29.26200 0.2620
O 54.70000 9.39400 31.35000 -0.7882
O 52.62000 6.82900 30.11700 -0.5262
H 54.06200 7.53300 33.38700 0.3058
O 52.24100 10.95100 29.04400 -0.5940
H 49.41000 7.82900 30.79200 0.2786



[5]
28
Properties=species:S:1:pos:R:3:mulliken_charge:R:1 method="wB97M-V/def2-TZVPD" homo_lumo_gap_ev=9.713 energy_ha=-891.94216 total_charge=-1 homo_energy_ev=-6.732 molar_mass_g_mol=206.12
H 2.95213 -2.50018 -0.01754 0.3916
O -0.71170 0.89650 1.99050 -0.6270
O -2.07435 -2.06598 -1.02722 -0.6566
H -3.07832 0.44953 -1.22557 0.2948
H -1.60158 -1.56607 -1.72309 0.3555
H 0.30766 3.51801 0.64734 0.3090
H 0.70734 -2.41645 -1.45896 0.3310
O -2.65899 0.96466 -0.57802 -0.6170
H -0.43747 0.82109 1.11733 0.3386
H 1.65268 -3.35963 -0.80728 0.4218
H -1.74428 0.76514 -0.66280 0.4291
O 0.70379 -3.26632 -1.01697 -0.6872
H 1.88857 -0.57453 0.47536 0.4022
O 2.35821 -0.81187 1.25419 -0.6880
O 0.30484 3.46805 1.58767 -0.6199
O -2.32859 3.61891 0.20980 -0.6527
H -0.59612 1.79855 2.24571 0.3225
H -1.99068 2.84973 -0.25216 0.3107
H 1.86327 -1.40099 1.77119 0.2895
H -2.34184 3.42110 1.13686 0.3175
O 3.17065 -3.39586 -0.13215 -0.6908
O 1.54645 -0.40890 -1.22502 -0.6997
O -0.30248 -0.53982 -2.23384 -0.7195
H -1.45068 -2.00730 -0.31870 0.2840
O 0.08041 0.99872 -0.78785 -0.6700
N 0.51662 0.13906 -1.57591 0.9319
H -0.04663 4.32807 1.87754 0.2978
H 3.31109 -3.72322 0.72959 0.3007



[6]
25
Properties=species:S:1:pos:R:3:mulliken_charge:R:1 method="wB97M-V/def2-TZVPD" homo_lumo_gap_ev=10.981 energy_ha=-773.68641 total_charge=+1 homo_energy_ev=-14.280 molar_mass_g_mol=167.11
O -1.96241 -1.09281 0.19803 -0.5093
H -0.28748 -0.61054 3.92280 0.2782
H -0.86990 -2.03739 -2.79715 0.3288
O -0.35969 2.44299 0.28814 -0.5446
O -2.16698 1.30030 -1.90463 -0.5872
H -1.70564 1.62650 -1.11442 0.3545
H -2.92236 0.80372 -1.58258 0.2775
H 0.18325 3.09100 -0.17919 0.2881
O 1.44453 -2.13356 0.58491 -0.5927
O -0.62541 -2.54859 -2.01568 -0.6245
H -1.95096 -1.69139 0.96134 0.2850
H 1.66427 0.91796 -2.23335 0.2621
H 1.62101 -2.25441 -0.35792 0.3072
H 1.33011 -0.56804 -2.10343 0.2740
O 1.19323 0.28811 -1.67281 -0.5052
H -0.93574 -2.01540 -1.25965 0.3635
Na 0.24880 0.08191 0.68173 0.7474
O 2.62248 1.31376 0.91063 -0.5551
H 3.17752 2.07210 1.13040 0.2967
H -0.71627 2.92466 1.04717 0.2669
H 2.58867 1.30450 -0.05490 0.3109
H 1.13523 -2.99964 0.87942 0.3052
H 0.21529 0.74459 3.42925 0.3062
O -0.03573 -0.13632 3.12134 -0.5698
H -2.88581 -0.82402 0.12056 0.2367



[7]
24
Properties=species:S:1:pos:R:3:mulliken_charge:R:1 method="wB97M-V/def2-TZVPD" homo_lumo_gap_ev="2.580 / 9.597" energy_ha=-934.43589 multiplicity=2 total_charge=-1 homo_energy_ev="0.592 / -6.534" molar_mass_g_mol=160.19
H -2.12041 -2.21060 -0.60096 0.3089
H 0.45719 -1.94788 1.39380 0.3324
O -1.28426 -1.74075 -0.38252 -0.7900
H 2.68168 -0.07030 0.63142 0.3039
H 1.45497 0.92699 -3.10045 0.1510
H 1.21215 0.37626 0.91873 0.2426
H -0.20502 -1.46278 2.54435 0.3630
H 0.11416 0.69203 2.43411 0.1793
O -0.40866 -2.13100 1.81302 -0.8192
O -1.63655 0.87749 -0.74769 -0.8031
H -0.02526 -1.60572 -1.68400 0.3356
H 0.04972 2.22415 -3.53145 0.1393
H -1.39124 -0.04566 -0.50144 0.3860
H 1.14525 -0.71597 -1.37947 0.3024
O -0.22181 0.11734 3.15504 -1.0467
O 0.55882 -0.95117 -2.11329 -0.8192
H -0.98780 0.63456 3.45455 0.3690
S 1.38925 2.26794 -3.46538 -0.4436
O 1.77162 -0.37042 0.55143 -0.6001
H -0.42246 1.68036 0.17697 0.0973
O 0.28132 1.74863 0.87363 0.0551
H 0.53819 2.67668 0.69973 0.0576
H -1.29337 -2.02786 0.55447 0.3790
H -1.65749 1.05766 -1.69459 0.3194



[8]
24
Properties=species:S:1:pos:R:3:mulliken_charge:R:1 method="wB97M-V/def2-TZVPD" homo_lumo_gap_ev=10.634 energy_ha=-611.50021 smiles=O.O.O.O.O.O.O.O homo_energy_ev=-10.479 molar_mass_g_mol=144.12
H 3.06738 -0.17642 -0.65017 0.3276
O 0.98638 1.74558 -1.97517 -0.6287
O 0.59538 0.27558 0.65783 -0.6010
O -2.13962 0.00458 -0.35417 -0.6418
H 0.17038 2.10258 -1.54117 0.3434
H 0.01638 -3.04042 2.23683 0.3413
O 0.28638 -1.32642 -1.55117 -0.5989
H 0.73038 -0.68542 -1.01517 0.2939
H 1.03838 -1.66942 -2.04117 0.3069
O 0.16438 -3.17642 3.17883 -0.7343
H 0.32038 -0.17442 1.44983 0.3635
O -1.08262 -0.91242 2.44383 -0.7026
H 2.57338 0.93058 -1.45617 0.3856
H -2.14262 2.73658 -1.04117 0.2807
O 3.33638 0.36258 -1.43217 -0.6365
H -0.13262 0.78158 0.39983 0.2577
H -1.89862 0.41158 -1.20717 0.2997
H -1.73662 -1.23042 1.83983 0.2871
H -1.27362 3.73958 -0.40717 0.2789
H -0.57062 -1.62142 2.89783 0.4387
O -1.24162 2.99558 -0.97817 -0.6063
H -0.62662 -3.57342 3.53983 0.3490
H 1.36738 2.40258 -2.57317 0.2763
H -1.80762 -0.90242 -0.42117 0.3201



[9]
24
Properties=species:S:1:pos:R:3:mulliken_charge:R:1 method="wB97M-V/def2-TZVPD" homo_lumo_gap_ev=10.106 energy_ha=-611.48077 smiles=O.O.O.O.O.O.O.O homo_energy_ev=-10.530 molar_mass_g_mol=144.12
O 0.17567 -1.10986 2.25599 -0.6747
H -1.68932 2.99634 1.36734 0.2926
O 1.79263 -1.64182 -0.21867 -0.6059
H -2.59184 3.19300 0.23876 0.3223
H -2.13698 1.36692 2.70667 0.3137
H 2.15647 -2.51173 -0.37796 0.2896
H 0.78061 -1.76766 -1.98856 0.2890
O 0.54105 1.02889 -0.21389 -0.6455
O -1.51463 0.96490 2.10966 -0.5826
O 0.25391 -1.82479 -2.81516 -0.6159
H 0.77553 0.13755 -0.13440 0.4074
H -1.69406 -0.83537 -0.74686 0.2610
H -0.08387 -0.97102 -3.05937 0.3388
O 2.48117 0.16483 -2.50283 -0.5963
H -1.12463 0.28585 2.64552 0.3148
H 0.04096 1.30576 0.56437 0.2501
H -1.00064 0.50767 -1.10863 0.3770
O -1.80126 0.09125 -0.81292 -0.5927
H -0.50006 -1.55835 1.81999 0.3218
H 1.78327 -1.56878 0.73681 0.2281
H 1.91894 0.55807 -1.85056 0.3226
H 2.87237 -0.56008 -2.06723 0.3098
O -1.76078 3.53908 0.59603 -0.6012
H 0.32548 -1.79065 2.85591 0.2761



[10]
24
Properties=species:S:1:pos:R:3:mulliken_charge:R:1 method="wB97M-V/def2-TZVPD" homo_lumo_gap_ev=10.470 energy_ha=-611.39791 smiles=O.O.O.O.O.O.O.O homo_energy_ev=-10.363 molar_mass_g_mol=144.12
H 1.22257 2.10690 1.01552 0.3105
H 2.73642 0.20156 -0.16548 0.2547
O -0.28980 -0.03534 -0.11510 -0.5444
O -2.50741 1.17905 1.32914 -0.6176
H -0.94523 0.56769 -1.90134 0.3561
H 0.20531 -2.98410 0.75051 0.3248
H 0.52165 0.11951 0.10306 0.2526
O -1.13279 -2.71634 -2.28101 -0.6929
H 0.54751 3.53865 0.81829 0.3208
O 0.42545 -2.71238 -0.19317 -0.7697
H -0.13411 -2.71047 -0.92305 0.4013
H 0.46130 -0.60891 3.07977 0.2821
O -0.65246 0.97689 -2.88275 -0.6332
H -1.66915 0.71329 0.98348 0.4149
H -1.15019 1.69585 -2.93967 0.2786
H -2.79785 0.77731 2.05553 0.2698
H 1.44131 0.50454 3.30175 0.3030
O 1.05319 3.04016 1.48535 -0.6507
H -1.13957 -3.63865 -2.79598 0.3057
H 0.02600 -0.89841 -0.23538 0.4471
O 0.48621 0.33148 3.03794 -0.5866
H 2.71303 1.63269 -0.47855 0.2198
O 2.22343 0.96991 -0.25652 -0.5796
H -1.64481 -2.05088 -2.79234 0.3327



[11]
24
Properties=species:S:1:pos:R:3:mulliken_charge:R:1 method="wB97M-V/def2-TZVPD" homo_lumo_gap_ev=11.019 energy_ha=-611.48264 smiles=O.O.O.O.O.O.O.O homo_energy_ev=-11.073 molar_mass_g_mol=144.12
H 2.70415 -1.04985 4.19325 0.3115
O 0.57649 0.96754 -0.41722 -0.6330
O 1.93837 -0.86045 -5.40226 -0.6373
H 0.52631 0.30988 0.27647 0.3146
H 1.75523 -1.55671 -6.03307 0.3133
H 1.31923 -1.01420 -4.68864 0.3179
O 3.44080 -0.98012 4.80047 -0.6286
O -2.16480 3.80919 1.12757 -0.6284
H -2.38798 4.60589 0.64624 0.3110
O 0.40972 -2.50889 1.67218 -0.6060
H 1.31520 -2.53335 1.36277 0.3245
H 0.01288 -3.30385 1.31609 0.2964
H -1.22798 3.52203 -2.70167 0.3160
H -1.25645 -1.48730 5.36316 0.3100
H -2.50786 4.15589 -3.20369 0.3150
O -0.96810 -0.81532 4.74548 -0.6295
H -1.50065 3.38070 0.58762 0.3132
H 3.27218 -1.65249 5.46056 0.3150
O -0.67953 -1.57960 -2.94800 -0.6079
H -0.62569 -1.30673 3.99882 0.3060
H -1.61341 -1.40254 -2.83509 0.3162
O -2.14662 3.32774 -2.88761 -0.6324
H -0.63939 -2.50029 -3.20674 0.3067
H 0.44800 0.47292 -1.22659 0.3159



[12]
24
Properties=species:S:1:pos:R:3:mulliken_charge:R:1 method="wB97M-V/def2-TZVPD" homo_lumo_gap_ev=9.672 energy_ha=-611.37681 smiles=O.O.O.O.O.O.O.O homo_energy_ev=-10.050 molar_mass_g_mol=144.12
O 0.54718 0.77288 1.47444 -0.5819
O -2.93709 -1.32969 -0.86151 -0.6284
O -2.76689 0.43677 -2.45005 -0.6959
H 4.05193 -2.67700 0.66907 0.3079
O -0.38686 -1.26720 0.48519 -0.5557
H -2.80364 0.23080 3.51206 0.3426
H 1.01876 0.23987 0.95302 0.2565
H -2.44879 -1.36313 -1.68621 0.2529
H -1.06309 -1.48016 1.13894 0.2739
H 1.94179 -1.46551 -1.53153 0.2818
O 2.30296 -1.66383 -0.59301 -0.6327
H 2.28955 -0.84698 -0.08368 0.3845
H 4.12391 -1.87340 -0.64054 0.3467
H 0.23809 -2.05355 0.62140 0.3103
O 1.68711 4.95577 -0.27844 -0.6257
H -0.08685 1.22663 0.88804 0.2858
H -2.90567 0.09660 1.94032 0.2924
H -2.20754 -0.23041 -2.86671 0.3280
H 2.55543 4.99606 0.01559 0.3095
H -2.20817 1.21442 -2.42037 0.3293
O 4.11956 -1.77688 0.32549 -0.6586
H 1.46968 4.00015 -0.45117 0.3168
H -3.09003 -0.30163 -0.88779 0.4042
O -3.44134 0.15941 2.72745 -0.6443



In order of appearance, energy above the lowest of the compared OMol25 structures with the same formula, charge and spin = 1083.3 28.5 252.9 313.0 155.9 34.6 20.6 216.4 267.4 484.9 262.5 540.3 kJ/mol.